Here is Cl2O4P as an isolated structure from OMol25. Energies are from ωB97M-V/def2-TZVPD.

Summary:
Highest occupied orbital energy in eV: -4.62
Energy above the lowest of the compared OMol25 structures with the same formula, charge and spin in kcal per mole: 27.0
LUMO level in eV: 3.10
Gap between HOMO and LUMO in eV: 7.714
Total charge: -1

Last column: natural (NBO) charge in e.
Atoms and positions in Å:
Cl1 2.50152 0.58768 0.21211  0.107
Cl2 -2.38756 1.05009 0.27853  0.242
P1 -0.14366 -0.55331 0.11539  2.458
O1 0.23495 -1.78941 -0.55742  -1.074
O2 -0.11207 -0.22216 1.53529  -1.075
O3 -1.48101 0.00557 -0.63767  -0.803
O4 1.38783 0.92154 -0.94623  -0.856


Here is C4H2O2Sc as an isolated structure from OMol25. Energies are from ωB97M-V/def2-TZVPD.

Summary:
Highest occupied orbital energy (alpha / beta) in eV: -23.48 / -23.66
Energy above the lowest of the compared OMol25 structures with the same formula, charge and spin in kcal per mole: 75.7
LUMO level (alpha / beta) in eV: -18.70 / -18.60
Gap between HOMO and LUMO (alpha / beta) in eV: 4.777 / 5.057
Total charge: +3

Last column: natural (NBO) charge in e.
Atoms and positions in Å:
Sc1 0.31035 -0.61843 -2.15600  2.451
O1 0.84882 -1.89943 1.68263  -0.282
O2 -1.24410 0.39876 -3.32219  -0.832
C1 0.76559 0.45267 1.19235  -0.365
C2 0.44102 0.51395 -0.03021  -0.079
C3 0.54933 -0.81052 2.05898  0.439
C4 -1.98373 1.05850 -3.87781  0.936
H1 -0.14050 -0.60860 2.90065  0.289
H2 0.45323 1.51311 1.55160  0.444


Here is an isolated ion of composition C12H28N3 and charge +1 from OMol25. Energies are from ωB97M-V/def2-TZVPD.

Summary:
Highest occupied orbital energy in eV: -12.26
LUMO level in eV: -2.81
Gap between HOMO and LUMO in eV: 9.457
SMILES string: CC[C@@H](C)[C@H]1CN([C@@H](C)CC)[C@H](N)C[NH2+]1
Total charge: +1

Last column: natural (NBO) charge in e.
Atoms and positions in Å:
N1 -1.16000 0.55874 -0.43743  -0.455
N2 1.50596 0.65061 -1.23972  -0.510
N3 -0.83987 -1.80520 -1.19231  -0.861
C1 2.40738 0.52475 1.09223  -0.214
C2 -3.57749 -0.15096 -0.64095  -0.421
C3 -2.78332 1.37171 1.18608  -0.614
C4 3.67639 -1.65742 0.61842  -0.624
C5 -4.20215 -1.52567 -0.33171  -0.617
C6 -0.81021 -0.37766 -1.51103  0.089
C7 -2.38985 0.18252 0.29087  -0.033
C8 -0.06442 0.75475 0.55714  -0.250
C9 0.52979 -0.00870 -2.16600  -0.235
C10 3.71521 -0.11456 0.64631  -0.407
C11 2.57456 2.01635 1.36206  -0.625
C12 1.26347 0.16599 0.14324  -0.053
H1 4.01399 0.26502 -0.33510  0.175
H2 1.48396 1.66955 -1.28336  0.439
H3 -0.29848 0.30987 1.52075  0.217
H4 -2.72262 2.27288 0.58398  0.219
H5 4.47073 -2.05033 1.23896  0.240
H6 2.89401 2.55423 0.47171  0.197
H7 -0.58423 -1.99853 -0.23305  0.358
H8 0.96656 -0.87343 -2.63840  0.250
H9 -4.64178 -1.97980 -1.21107  0.224
H10 2.73779 -2.02226 1.02380  0.199
H11 4.49547 0.20696 1.32406  0.237
H12 0.31893 0.70318 -2.95755  0.229
H13 1.20582 -0.91347 0.13223  0.230
H14 -2.23689 -0.66725 0.96294  0.169
H15 -2.17922 1.43913 2.08496  0.206
H16 3.82252 -2.06970 -0.37430  0.217
H17 -4.35797 0.57229 -0.45174  0.223
H18 1.69595 2.47185 1.79550  0.224
H19 -3.33924 -0.04960 -1.69453  0.203
H20 -3.50177 -2.19800 0.15266  0.196
H21 3.36017 2.12792 2.10095  0.242
H22 -1.51900 -0.24870 -2.31781  0.222
H23 -3.80616 1.24734 1.51830  0.225
H24 2.44603 0.35592 -1.51728  0.441
H25 0.03961 1.82276 0.70027  0.213
H26 -1.74764 -2.20490 -1.38861  0.388
H27 -5.01223 -1.37986 0.37506  0.222
H28 2.15027 0.05168 2.03949  0.229


Here is one molecule with the formula C2H4N2O2 from OMol25. Energies are from ωB97M-V/def2-TZVPD.

Summary:
Highest occupied orbital energy in eV: -9.84
Energy above the lowest of the compared OMol25 structures with the same formula, charge and spin in kcal per mole: 33.9
LUMO level in eV: 0.63
Gap between HOMO and LUMO in eV: 10.469
SMILES string: NC(=O)/N=C/O
Total charge: 0

Last column: natural (NBO) charge in e.
Atoms and positions in Å:
O1 -1.98343 0.09207 0.67138  -0.622
O2 2.13489 0.02042 1.34830  -0.655
N1 0.19558 -0.36882 0.17386  -0.613
N2 -1.16796 0.63197 -1.38491  -0.834
C1 1.14064 -0.75895 0.88405  0.513
C2 -1.05642 0.10139 -0.11746  0.775
H1 1.95677 0.92150 1.03309  0.490
H2 -0.43614 0.46579 -2.05946  0.389
H3 1.33209 -1.79552 1.17711  0.157
H4 -2.11602 0.69016 -1.72596  0.400


Here is a 2-piece molecular cluster, C6H9N overall from OMol25. Energies are from ωB97M-V/def2-TZVPD.

Summary:
Highest occupied orbital energy in eV: -8.94
Energy above the lowest of the compared OMol25 structures with the same formula, charge and spin in kcal per mole: 128.6
LUMO level in eV: 0.60
Gap between HOMO and LUMO in eV: 9.537
SMILES string: C=C=C=C.C1CN1
Total charge: 0

Last column: natural (NBO) charge in e.
Atoms and positions in Å:
N1 -1.63219 -0.17550 -1.04886  -0.605
C1 0.61089 -1.85410 -0.64313  -0.338
C2 2.19863 -0.36850 0.55619  -0.013
C3 1.69069 -1.36742 -0.07152  -0.067
C4 -1.00876 0.13286 0.27885  -0.289
C5 2.19195 0.81336 1.13158  -0.459
C6 -1.50076 1.20060 -0.58118  -0.267
H1 -0.74400 1.74999 -1.13234  0.194
H2 0.05012 0.20262 0.50386  0.234
H3 0.01522 -2.63636 -0.19356  0.208
H4 2.20111 0.91957 2.20489  0.212
H5 0.22188 -1.45894 -1.58226  0.244
H6 2.25176 1.73711 0.55590  0.214
H7 -1.60781 -0.18283 1.11685  0.189
H8 -2.33675 1.76324 -0.20366  0.191
H9 -2.60198 -0.47569 -0.89160  0.353


Here is one molecule with the formula C4H8N2 from OMol25. Energies are from ωB97M-V/def2-TZVPD.

Summary:
Highest occupied orbital energy in eV: -10.31
Energy above the lowest of the compared OMol25 structures with the same formula, charge and spin in kcal per mole: 22.6
LUMO level in eV: 0.76
Gap between HOMO and LUMO in eV: 11.068
SMILES string: CC[C@@H](N)C#N
Total charge: 0

Last column: natural (NBO) charge in e.
Atoms and positions in Å:
N1 1.05621 2.47540 0.69141  -0.331
N2 1.85853 -0.75483 -0.49092  -0.808
C1 0.90175 1.35359 0.41100  0.259
C2 0.77289 -0.11095 0.23835  -0.182
C3 -0.65286 -0.68272 0.02530  -0.376
C4 -1.77274 0.30963 -0.20708  -0.616
H1 -2.71271 -0.19844 0.02641  0.217
H2 -0.56953 -1.48193 -0.71153  0.227
H3 -1.79674 0.67347 -1.23718  0.211
H4 0.74343 -0.52317 1.24737  0.250
H5 -1.67528 1.17496 0.46390  0.219
H6 -0.89207 -1.19923 0.98451  0.194
H7 2.00713 -0.43379 -1.44583  0.367
H8 2.73197 -0.60199 0.00429  0.369